The following is a DFT calculation (the ωB97M-V functional and the def2-TZVPD basis) of a structure of composition C32H32Cl5N11O2PbS at a distorted geometry.

Last column: Mulliken charge in e.
Element x y z (Å)
Pb1 1.859 1.187 2.127  1.015
C1 -0.113 0.288 6.369  -1.552
C2 0.616 0.300 5.061  0.723
N1 0.936 1.374 4.425  1.058
N2 0.627 2.501 5.014  -1.263
C3 1.174 3.592 4.477  0.444
N3 0.869 4.779 5.112  -0.451
S1 2.224 3.627 3.111  -0.552
C4 1.101 -0.958 4.555  0.540
C5 0.605 -2.203 4.932  -0.718
C6 1.187 -3.332 4.411  -0.438
C7 2.334 -3.220 3.552  -0.775
C8 2.682 -1.944 3.146  -0.007
N4 2.071 -0.841 3.638  -0.453
H1 -0.011 -0.712 6.742  0.479
H2 0.341 1.047 7.051  0.370
H3 -1.122 0.632 6.328  0.294
H4 0.174 4.865 5.858  0.239
H5 0.898 5.553 4.426  0.233
H6 -0.223 -2.258 5.582  0.348
H7 0.677 -4.296 4.602  0.396
H8 2.771 -4.100 3.101  0.400
H9 3.448 -1.795 2.375  0.308
Cl1 -5.049 1.508 -1.747  -0.136
C9 -3.626 1.660 -0.798  0.114
C10 -2.385 1.287 -1.289  0.197
Cl2 -2.190 0.953 -2.965  -0.058
C11 -1.295 1.311 -0.414  -0.082
Cl3 0.312 0.792 -0.957  0.231
C12 -1.343 1.654 0.923  -0.769
O1 -0.360 1.680 1.757  -0.458
C13 -2.579 2.176 1.359  0.669
Cl4 -2.708 2.575 3.019  -0.184
C14 -3.697 2.242 0.514  -0.064
Cl5 -5.230 2.688 1.183  -0.195
C15 -1.617 3.050 -6.823  -1.532
C16 -0.586 2.244 -6.064  1.019
C17 -0.040 2.821 -4.934  -0.830
C18 0.857 2.133 -4.153  -0.226
C19 1.190 0.822 -4.478  0.408
N5 2.032 0.088 -3.634  0.388
C20 2.506 -1.208 -3.695  0.352
O2 2.287 -2.023 -4.596  -0.717
N6 3.378 -1.585 -2.689  -0.054
C21 4.082 -0.832 -1.738  0.393
C22 4.430 0.528 -1.870  -0.049
C23 5.136 1.125 -0.851  -0.621
C24 5.410 0.353 0.305  -0.467
N7 5.166 -0.920 0.428  -0.529
C25 4.494 -1.466 -0.551  -0.517
C26 0.661 0.252 -5.617  -0.708
C27 -0.224 0.969 -6.401  -0.701
H10 -1.940 3.972 -6.300  0.316
H11 -2.441 2.393 -7.105  0.353
H12 -1.213 3.457 -7.763  0.337
H13 -0.352 3.791 -4.568  0.266
H14 1.179 2.567 -3.202  0.493
H15 2.007 0.473 -2.695  -0.355
H16 3.546 -2.600 -2.625  0.258
H17 4.213 1.101 -2.760  0.541
H18 5.410 2.136 -0.851  0.502
H19 5.939 0.794 1.142  0.414
H20 4.215 -2.469 -0.429  0.401
H21 0.889 -0.744 -5.898  0.530
H22 -0.519 0.521 -7.354  0.383
C28 -2.278 -2.294 -1.507  -1.298
C29 -3.551 -2.759 -0.826  1.221
C30 -4.619 -1.672 -0.743  -1.710
C31 -3.327 -3.468 0.520  -1.261
N8 -2.426 -2.727 1.418  0.666
C32 -1.081 -2.726 1.452  -0.529
N9 -0.737 -1.781 2.307  0.362
N10 -1.847 -1.298 2.807  -0.086
N11 -2.894 -1.776 2.259  -0.835
H23 -2.658 -1.832 -2.427  0.447
H24 -1.669 -3.174 -1.784  0.395
H25 -1.582 -1.661 -0.942  0.021
H26 -3.967 -3.579 -1.416  0.237
H27 -4.256 -0.853 -0.193  0.245
H28 -5.467 -2.028 -0.218  0.473
H29 -4.955 -1.293 -1.706  0.463
H30 -2.881 -4.467 0.356  0.409
H31 -4.300 -3.614 1.080  0.371
H32 -0.576 -3.356 0.752  0.455

Summary:
Energy relative to the best compared isomer or geometry (same formula, charge and spin) (kJ/mol): 97.96
E_HOMO (eV): -7.79
LUMO level (eV): -0.55
Energy (eV): -132884.625
Total charge: 0
2S+1: 1